ORCA calculation (ωB97M-V with the def2-TZVPD basis set) on a 6-piece molecular cluster, C56H83ClFNO4 overall.

Cartesian coordinates (Å):
H: 0.574 -9.776 3.373
C: 5.005 7.120 -0.907
H: 2.021 6.192 0.457
H: -0.621 -13.231 7.062
C: 4.195 9.078 -2.708
H: -1.917 7.770 -3.160
C: 0.461 -13.180 7.082
H: -2.459 -5.392 2.696
H: -2.178 -12.860 2.246
H: 0.275 -0.560 3.733
C: -0.861 -10.344 4.866
H: 2.798 1.868 0.534
F: -1.389 1.675 5.070
H: 3.468 7.453 -3.909
H: 3.722 4.124 0.382
H: -3.367 0.781 -2.210
C: 2.261 2.672 1.101
H: -4.621 -1.262 0.338
H: -1.050 -2.779 0.142
H: -3.252 -12.714 4.469
C: -0.615 -2.193 -0.708
C: -1.302 -0.758 -0.765
C: 0.634 2.208 3.744
H: 1.854 5.502 -2.768
H: -1.270 8.145 -6.044
H: -3.196 -0.516 1.168
C: 1.134 -13.154 8.297
C: -0.637 -0.530 3.091
H: -3.431 11.959 -3.005
H: -2.235 2.754 2.789
C: -1.809 -12.155 2.980
C: -1.350 7.331 -5.271
H: 0.162 3.285 1.240
H: -1.194 -0.334 0.258
H: -4.031 11.376 -4.593
H: -0.493 -9.638 5.600
H: -0.108 3.275 -3.520
C: 0.457 5.547 -4.569
C: 0.491 1.422 2.383
H: -1.346 -7.904 -1.418
H: -5.050 11.176 -3.120
C: 5.231 8.462 -0.624
C: -0.707 2.695 4.379
H: -3.012 -2.121 -1.122
C: 0.292 -1.147 -6.940
H: 1.318 5.248 -5.206
C: -4.002 11.134 -3.496
H: 1.500 3.067 -2.642
C: -1.300 -7.897 0.729
C: 1.166 -3.033 -5.094
C: -2.372 7.839 -4.177
H: 0.652 -13.163 4.942
H: -0.426 3.435 5.174
C: 0.820 5.189 -3.078
C: -1.935 -11.172 5.175
H: -2.899 -0.596 -3.237
C: 3.116 5.748 2.277
H: 1.096 0.319 -5.593
H: 3.878 9.840 -3.409
C: -0.292 3.648 -1.392
H: -0.833 -8.872 0.800
H: 3.047 -13.077 9.271
H: 0.555 -0.131 -1.788
H: 1.053 5.206 1.590
C: 4.375 6.756 -2.092
H: -0.939 -2.750 -1.629
C: 2.602 4.035 0.404
C: -2.838 -1.016 -1.018
C: 4.830 9.441 -1.526
C: -0.550 0.045 -1.877
C: 1.177 -13.140 5.890
H: -0.493 5.018 -4.833
H: -2.382 4.065 4.008
C: -2.804 9.332 -4.425
H: 1.329 0.670 2.349
C: -2.179 -6.098 -0.608
H: -3.299 7.226 -4.266
H: 4.037 5.115 2.255
C: 3.237 -13.045 7.132
C: -2.211 -5.941 1.794
H: 1.095 1.489 4.474
C: -1.586 -7.352 -0.517
H: 1.863 -1.359 -3.945
C: 0.709 2.328 1.104
H: 0.210 7.636 -3.732
H: -2.400 -11.113 6.152
H: 2.700 2.685 2.124
H: 2.301 4.031 -0.676
C: 2.564 -13.068 5.916
C: 1.368 -1.679 -4.854
Cl: -2.175 2.341 0.085
H: 5.721 8.745 0.300
C: -0.732 -11.331 2.673
C: 0.529 -3.445 -6.259
H: 0.822 7.519 -5.453
H: -0.049 -0.412 -7.660
H: 1.506 -3.768 -4.374
H: -0.416 -2.821 -8.084
O: -3.426 9.855 -3.251
H: -3.549 9.346 -5.268
H: 1.526 5.615 3.632
H: -1.733 6.434 -5.807
C: 0.113 7.100 -4.703
C: -3.443 -0.336 -2.290
C: -1.615 -7.193 1.885
C: -0.587 2.179 -0.872
H: -1.512 -0.532 3.792
H: 0.576 -13.184 9.226
H: -0.261 -11.396 1.699
H: -0.742 -1.416 2.426
H: -1.924 9.978 -4.681
C: 2.072 5.310 1.150
C: -0.262 -10.423 3.614
O: 0.458 1.640 -0.113
H: 5.011 10.486 -1.307
H: -2.949 -4.412 0.478
H: 0.375 -4.500 -6.449
C: 0.934 -0.736 -5.778
H: 2.929 4.875 4.126
H: -0.825 -0.434 -2.853
H: 5.320 6.357 -0.205
H: 4.202 5.710 -2.315
C: 2.522 -13.091 8.323
O: -0.905 1.426 -2.004
H: 0.089 4.317 -0.591
H: -0.995 4.138 2.791
H: 3.122 -13.029 4.988
H: -1.301 4.049 -1.673
H: -4.191 0.417 -0.095
C: -3.757 -0.570 0.209
C: -2.489 -5.391 0.548
H: -1.395 -7.620 2.857
N: 2.538 5.682 3.645
H: 3.462 6.803 2.125
H: 1.346 3.070 3.697
H: 0.495 -2.121 -0.652
C: 0.088 -2.501 -7.179
H: 0.107 5.778 -2.437
C: 0.560 3.665 -2.711
C: 3.966 7.736 -2.989
H: 4.320 -12.993 7.152
H: -2.400 -5.672 -1.579
O: -0.745 0.713 2.362
C: -1.654 3.477 3.400
C: -2.411 -12.073 4.231
H: -4.518 -0.565 -2.466

Gap between HOMO and LUMO (eV): 9.770
Total energy (eV): -84335.1003
Molecular weight (u): 888.7
Multiplicity: 1
Structure (SMILES): COCCCCCCCC[C@@](Cl)(OC[C@H](C)C(C)C)O[C@H](CCCCN)[C@@H](C[C@@H](C)F)OC.c1ccccc1.c1ccccc1.c1ccccc1.c1ccccc1.c1ccccc1

=====

ORCA calculation (ωB97M-V with the def2-TZVPD basis set) on C56H84HfN9O3P2S2Si as an isolated structure.

Cartesian coordinates (Å):
H: -0.164 1.484 -2.694
H: 4.092 -5.187 1.323
N: -4.144 -2.804 -4.775
H: -4.996 -0.394 4.539
H: 4.062 2.739 -0.700
H: 3.572 3.377 2.237
H: -5.480 -6.313 -5.135
H: -3.780 1.545 5.058
C: 2.572 -0.303 -5.158
C: 2.784 5.506 0.712
C: -3.054 -1.327 4.295
H: 2.290 -1.237 -5.646
H: 2.182 -4.778 4.332
C: 4.117 3.478 1.299
H: 3.121 2.510 -2.557
Si: 2.033 -0.213 2.306
H: 3.118 -2.608 3.664
C: -4.951 -3.192 -5.741
H: -3.495 -0.657 -1.668
C: -0.809 -3.126 -1.534
C: 1.150 3.683 3.362
C: 1.317 0.373 -4.630
C: 1.741 1.366 3.244
H: 6.058 -4.981 -0.221
C: -3.586 0.714 5.742
H: -1.685 -3.538 3.044
H: -0.871 3.396 -0.466
H: 2.659 4.888 -1.317
H: -4.112 0.938 6.668
C: 2.031 3.218 -0.171
C: 4.422 -4.199 0.992
H: 4.076 0.068 -6.601
H: -6.063 -0.828 -0.272
H: -1.742 5.777 -0.665
H: 6.479 -4.654 1.457
C: 2.069 -2.814 3.482
H: 4.901 0.805 -3.137
C: -4.115 -0.603 5.149
N: -5.382 -4.427 -5.952
H: 1.218 2.500 -4.250
P: -1.117 -0.654 2.158
C: 2.079 4.735 -0.400
H: -2.429 -1.960 4.927
H: 4.283 -3.501 1.816
H: -0.890 1.326 4.335
H: -5.163 -2.086 -1.094
H: -3.167 -3.132 0.222
H: -2.233 0.714 -0.069
H: 4.714 5.515 1.685
H: -1.599 -1.558 0.044
H: 1.502 4.668 5.229
N: -0.489 -1.834 -1.793
C: 4.194 4.953 0.910
H: -0.964 -0.204 -2.961
H: -2.851 0.513 3.229
C: -4.018 -0.278 -0.791
H: -3.517 0.514 1.137
C: 3.558 -3.765 -0.137
H: 4.387 0.498 1.746
H: 4.179 -1.238 1.427
C: -4.743 -1.924 1.015
C: 1.577 1.607 -3.730
C: -0.114 -2.097 2.713
C: -2.186 -0.261 3.631
H: 6.299 -3.314 0.328
H: -1.287 4.799 2.175
S: -4.979 -1.892 -7.097
H: 4.373 -0.637 3.070
C: -5.014 -5.339 -5.056
H: -2.130 1.657 0.549
C: -3.536 -3.767 -4.073
H: 3.997 -0.687 -1.453
C: 1.266 -1.844 2.879
H: -0.229 -5.241 3.989
H: -2.505 6.310 0.824
C: -2.087 0.616 6.013
P: 0.717 2.330 0.870
C: 3.529 -0.616 -4.014
H: -3.163 3.943 -0.918
H: -4.432 -1.273 5.949
H: -0.280 -3.585 -0.705
H: -0.109 5.431 1.022
H: 2.596 0.651 -7.042
C: -1.172 -1.252 -2.799
H: -3.550 -5.882 -3.565
H: 3.326 1.617 0.485
N: 0.827 1.457 -2.457
H: -0.442 -0.272 4.919
H: 1.083 5.126 -0.603
C: -0.996 4.810 1.124
C: -0.816 3.369 0.632
C: 3.057 1.835 -3.414
H: -3.571 -1.967 3.583
H: 1.729 -4.486 -3.883
H: 2.824 6.564 0.451
C: -3.990 -5.079 -4.143
H: 0.982 2.307 -1.918
C: -2.443 -3.221 -3.289
H: 3.037 -1.390 -3.425
O: -4.428 -0.709 -6.466
N: 2.123 -2.549 -1.335
C: -3.314 3.372 1.152
H: 2.240 5.426 1.654
N: 2.837 -2.695 -0.176
H: -4.233 4.960 0.025
H: 4.453 -1.044 -4.408
C: 3.918 -0.422 2.099
H: 3.922 0.884 -1.062
H: 2.546 0.525 5.060
H: 4.761 5.058 -0.020
C: 2.073 2.594 5.299
C: 1.544 -4.034 3.873
C: -1.762 -3.834 -2.227
C: 1.568 3.736 4.685
H: -4.166 2.709 0.999
H: 0.847 -3.083 -3.508
C: -5.084 -1.300 -0.339
C: 0.192 -4.293 3.683
Hf: 0.979 -0.397 -0.180
H: 3.487 1.447 -5.894
N: 1.706 -3.605 -3.392
H: -1.913 -0.206 6.710
C: 2.282 -3.548 -2.167
H: 5.123 3.080 1.449
H: -5.408 -2.767 1.203
H: -1.798 2.226 2.187
C: -2.012 2.551 1.163
O: -6.329 -1.798 -7.564
H: -4.495 0.655 -1.091
H: 1.759 2.801 -1.153
C: -3.001 0.021 0.311
C: -1.295 0.382 4.711
H: 0.816 -0.378 -4.020
C: -3.282 4.432 0.053
H: -4.907 -1.193 1.811
H: -3.460 3.865 2.114
C: -0.632 -3.324 3.132
C: -2.097 -1.888 -3.573
H: -1.735 1.529 6.494
O: -4.014 -2.607 -7.919
H: -2.624 -1.388 -4.381
C: 2.157 1.415 4.575
H: -3.093 -2.956 1.951
C: -2.298 -1.254 0.823
C: 1.243 2.503 2.630
C: 3.426 2.678 0.192
C: 5.904 -4.290 0.608
H: -1.972 -4.860 -1.957
C: 3.836 0.567 -3.064
C: -2.134 5.432 0.295
H: 3.545 2.378 -4.227
S: 3.401 -4.739 -1.581
H: 2.403 2.628 6.328
N: 3.506 0.179 -1.670
H: 0.637 0.629 -5.445
H: 0.775 4.579 2.897
N: 3.231 0.524 -6.247
C: -3.296 -2.412 1.034

Total charge: +3
Gap between HOMO and LUMO (eV): 3.283
Total energy (eV): -128394.5082
Molecular weight (u): 1264.0
Multiplicity: 1

=====

ORCA calculation (ωB97M-V with the def2-TZVPD basis set) on a 12-piece molecular cluster, C56H84N4O24 overall.

Cartesian coordinates (Å):
O: 2.938 -5.353 1.840
H: 3.120 -4.218 -1.058
H: 0.889 4.083 3.556
C: 0.256 3.236 3.306
O: 5.613 3.479 -4.007
C: 0.500 -0.779 1.283
H: 1.994 -1.385 -6.726
H: -4.269 -0.633 4.279
H: -5.222 -0.396 5.740
O: -4.331 -1.482 -2.935
H: -6.248 -0.872 0.167
H: -5.523 0.066 -4.532
C: -0.939 -3.226 5.516
C: -1.849 -6.396 -2.985
C: -3.020 -0.483 -7.300
N: 1.382 3.932 -2.003
H: -4.941 3.855 0.252
O: -2.437 -2.211 -3.789
H: -6.653 3.635 0.549
H: 0.093 -3.774 -3.212
H: -5.600 5.068 2.555
O: 3.549 0.397 -0.049
C: -4.329 -0.013 5.184
H: 5.446 2.489 -1.546
O: 1.440 -5.673 0.221
H: 0.722 5.881 -3.783
H: -4.579 3.691 2.948
H: -0.721 7.830 -3.225
H: -1.835 -1.985 -0.808
O: -6.353 1.842 -0.977
C: 6.685 2.965 -3.185
C: 1.175 -0.693 -1.048
H: -3.146 2.807 -0.525
O: 5.752 0.346 8.907
C: 4.154 1.578 5.265
C: 2.476 -5.035 0.780
C: 0.364 6.071 -2.763
C: -3.952 0.556 -7.469
C: 0.095 -6.242 2.180
H: -2.454 -8.853 0.904
H: 1.759 -7.440 1.282
N: 6.532 0.560 8.000
H: -1.715 8.187 -1.072
C: -0.495 7.124 -2.444
C: 4.741 4.104 -6.162
C: -1.718 1.593 -2.488
H: -4.105 1.048 -8.414
O: 1.634 3.274 -0.988
H: 0.377 -7.347 0.242
H: 0.355 2.918 2.261
C: 4.604 1.092 6.446
C: -0.729 1.368 -3.642
O: -2.787 -7.046 -0.835
O: 2.511 1.020 1.716
C: 1.948 -0.875 -5.815
H: -3.559 -5.562 -2.079
H: -2.712 0.310 6.849
H: -5.853 1.235 -6.633
H: 0.996 2.525 8.276
C: -3.755 -0.866 -5.114
H: 0.422 4.551 0.234
C: -3.267 -8.162 1.154
H: 3.916 0.653 7.168
H: -3.303 -7.934 2.218
H: 6.928 1.941 -3.453
O: 1.664 -1.728 -4.610
C: 6.012 0.962 6.704
C: -2.051 2.773 -0.411
H: -4.907 -0.351 -0.764
C: -5.449 -0.143 0.161
C: 3.220 -0.158 -5.471
H: -1.367 -1.801 1.546
O: -2.668 0.906 -2.209
C: 6.856 1.462 5.756
C: 1.343 -0.378 0.307
C: 0.443 2.017 4.123
C: -0.780 6.333 -0.224
H: 3.792 3.552 -6.111
H: 1.076 -0.244 -5.961
H: 2.387 -2.996 -0.233
H: -2.059 1.881 1.567
H: -0.704 -5.508 1.872
H: -6.294 3.500 3.038
C: -2.577 -5.947 -1.746
C: 0.046 -1.249 -1.438
H: -0.700 2.792 7.784
O: -3.109 -5.707 0.920
H: -0.745 3.650 3.427
H: 7.222 2.191 3.815
C: 5.749 3.342 -5.362
C: 0.904 -6.819 0.998
H: -0.500 2.392 -3.953
H: -1.279 6.411 0.694
C: -0.870 -1.643 -0.437
H: 0.086 0.768 -3.258
H: -4.578 1.006 4.900
H: 7.952 1.412 5.943
O: 0.629 -3.179 -6.000
O: -2.587 -1.494 5.940
H: 7.633 3.514 -3.520
H: 0.783 -5.725 2.816
C: 0.126 2.043 7.852
O: 1.612 3.597 -3.142
C: 3.018 -3.868 -0.016
O: 0.189 2.351 5.495
H: 3.950 -3.675 0.501
H: 1.846 -4.050 -3.162
H: 1.993 -0.416 -1.684
H: 3.409 0.550 -6.289
H: -0.844 -6.800 -2.701
O: 6.647 2.707 -5.809
H: 0.790 -4.887 -4.294
H: -2.188 -1.869 -5.977
O: 7.706 0.263 8.019
H: -2.258 -0.592 -8.092
C: -4.808 -0.007 -5.322
H: 3.110 0.442 -4.589
H: -0.132 -1.493 -2.433
H: -4.882 -0.258 1.011
C: -0.648 -1.456 0.876
C: 6.434 1.896 4.533
H: -1.718 3.756 -0.044
C: 0.503 1.455 6.467
C: 6.318 3.159 -1.749
H: 1.437 1.646 3.902
H: -0.645 -3.756 4.623
C: -5.909 1.334 0.028
C: -5.630 3.471 0.996
H: -1.250 0.765 -4.349
H: 5.959 4.198 -1.588
H: -4.224 -8.592 0.821
H: -2.004 -5.252 -1.120
H: -2.217 0.362 5.169
H: 4.017 -0.931 -5.376
C: -2.968 -0.120 5.831
C: 5.053 2.036 4.294
C: 0.145 5.359 -0.475
H: -0.050 -2.939 6.058
C: -5.528 3.963 2.463
O: -1.265 -1.350 4.067
H: -0.285 1.237 3.924
O: -5.494 2.038 1.129
C: -2.903 -1.144 -6.156
O: 1.038 0.374 6.352
H: 4.759 2.399 3.364
O: -1.426 2.676 -1.666
H: -1.798 0.690 0.164
C: -3.012 -6.831 0.442
H: 4.540 5.029 -5.550
C: -1.568 1.685 0.613
C: 0.970 -3.922 -3.834
C: 1.055 -2.872 -4.903
H: 7.116 2.812 -1.168
N: -3.514 -1.591 -3.836
C: -1.097 7.266 -1.186
H: -1.647 -5.554 -3.603
H: -1.661 -3.841 6.117
H: 3.123 1.540 5.009
H: 0.626 -0.595 2.315
H: -0.320 -7.079 2.767
H: 5.221 4.305 -7.111
C: -4.929 0.666 -6.522
C: 0.666 5.139 -1.771
H: -2.452 -7.111 -3.553
H: -0.450 1.827 0.757
C: -1.633 -1.950 5.077
N: 2.586 0.362 0.688
H: -0.150 1.234 8.527

Gap between HOMO and LUMO (eV): 8.729
Total energy (eV): -114523.5269
Molecular weight (u): 1197.3
Multiplicity: 1
Structure (SMILES): O=[N+]([O-])c1ccccc1.O=[N+]([O-])c1ccccc1.O=[N+]([O-])c1ccccc1.O=[N+]([O-])c1ccccc1.CCOC(C)=O.CCOC(C)=O.CCOC(C)=O.CCOC(C)=O.CCOC(C)=O.CCOC(C)=O.CCOC(C)=O.CCOC(C)=O

=====

Maximum force / eV Å⁻¹: 2.65; 2.81; 4.17